1.
Density functional theory data (ωB97M-V with the def2-TZVPD basis set) for an isolated molecule of C5H11NO in a non-equilibrium geometry.

Cartesian coordinates (Å):
C -2.15 -0.69 -0.66
C -1.28 0.55 -0.35
C 0.07 0.02 0.20
C 0.36 0.47 1.61
O 0.88 -0.25 2.43
N 1.26 0.29 -0.59
C 1.19 -0.19 -1.99
H -2.34 -1.33 0.19
H -3.09 -0.28 -1.04
H -1.88 -1.34 -1.51
H -1.16 1.12 -1.27
H -1.77 1.15 0.42
H -0.01 -1.08 0.30
H 0.29 1.54 1.85
H 2.10 -0.08 -0.19
H 2.23 -0.11 -2.32
H 0.87 -1.22 -2.17
H 0.62 0.50 -2.61

Output
total charge = 0
energy relative to the best compared isomer or geometry (same formula, charge and spin) = 42.9 kcal per mole
max |F| = 1.73 eV/Å
gap between HOMO and LUMO = 0.369 hartree


2.
Density functional theory data (ωB97M-V with the def2-TZVPD basis set) for C42H55BClN12O5P2RbS3Se2 as an isolated structure.

Cartesian coordinates (Å):
Rb -1.59 0.57 -0.68
O 2.86 2.20 0.07
C 1.55 2.19 -0.19
O 0.74 1.57 0.45
C 1.16 3.04 -1.37
C 2.04 3.89 -2.02
C 1.53 4.67 -3.05
C 0.19 4.58 -3.37
C -0.61 3.67 -2.69
N -0.12 2.92 -1.71
C -2.11 3.52 -3.02
O -2.64 4.54 -3.50
O -2.63 2.42 -2.74
H 3.00 1.62 0.86
H 3.08 3.93 -1.71
H 2.18 5.36 -3.58
H -0.26 5.20 -4.14
C 3.32 -0.92 -1.02
N 2.93 -2.31 -1.03
C 3.12 -3.18 0.03
C 2.59 -4.36 -0.34
N 2.09 -4.23 -1.62
B 1.39 -5.40 -2.41
N -0.16 -5.26 -2.33
C -0.96 -5.04 -3.43
C -2.25 -4.97 -3.03
N -2.24 -5.16 -1.66
C -3.39 -5.08 -0.80
C -0.96 -5.37 -1.24
S -0.52 -5.76 0.35
C 2.31 -2.97 -2.04
S 1.94 -2.25 -3.55
H 4.40 -0.82 -0.94
H 2.84 -0.42 -0.17
H 2.98 -0.47 -1.95
H 3.55 -2.85 0.96
H 2.46 -5.28 0.20
H 1.70 -5.32 -3.57
H 1.74 -6.45 -1.90
H -0.53 -4.90 -4.40
H -3.16 -4.76 -3.57
H -4.01 -5.98 -0.88
H -3.98 -4.20 -1.05
H -3.03 -5.00 0.23
Se 0.25 2.34 3.85
P 2.02 1.24 4.29
Se 3.12 0.17 2.76
C 3.24 2.34 5.10
C 4.22 1.80 5.94
C 5.19 2.61 6.51
C 5.19 3.98 6.25
C 4.22 4.52 5.42
C 3.24 3.70 4.85
C 1.63 0.06 5.64
C 1.13 0.55 6.84
C 0.78 -0.31 7.86
C 0.91 -1.69 7.69
C 1.40 -2.18 6.49
C 1.77 -1.31 5.47
H 4.24 0.73 6.12
H 5.94 2.18 7.16
H 5.94 4.62 6.69
H 4.21 5.58 5.21
H 2.47 4.11 4.22
H 0.99 1.62 6.96
H 0.39 0.08 8.79
H 0.62 -2.37 8.48
H 1.50 -3.25 6.33
H 2.16 -1.69 4.54
C -3.99 4.79 -0.18
N -3.40 3.68 0.53
C -2.03 3.91 0.98
P -4.19 2.40 1.21
O -3.40 1.16 1.20
N -4.65 2.76 2.78
C -5.18 4.08 3.05
C -3.93 2.15 3.89
N -5.63 2.36 0.35
C -6.74 1.64 0.94
C -5.45 2.01 -1.06
H -3.51 4.92 -1.15
H -3.88 5.72 0.39
H -5.05 4.61 -0.35
H -1.40 4.14 0.12
H -1.61 3.02 1.46
H -1.98 4.74 1.69
H -5.70 4.47 2.17
H -4.38 4.79 3.32
H -5.89 4.04 3.88
H -3.48 1.22 3.57
H -4.63 1.95 4.71
H -3.13 2.80 4.26
H -6.85 1.89 2.00
H -6.62 0.55 0.86
H -7.66 1.91 0.42
H -4.57 2.49 -1.50
H -6.33 2.33 -1.62
H -5.33 0.93 -1.19
Cl 1.43 -4.03 3.16
C -0.01 -3.12 2.80
C -1.05 -3.13 3.70
C -2.19 -2.41 3.38
C -2.22 -1.72 2.19
N -1.21 -1.70 1.32
C -0.12 -2.40 1.61
H -0.97 -3.69 4.62
H -3.04 -2.39 4.06
H -3.08 -1.12 1.92
H 0.70 -2.40 0.90
C -6.65 -3.12 -3.11
C -6.02 -1.79 -2.68
C -4.55 -1.75 -2.90
N -3.69 -1.76 -1.95
N -2.38 -1.75 -2.37
C -2.28 -1.72 -3.66
N -1.12 -1.66 -4.34
S -3.82 -1.71 -4.48
H -7.73 -3.12 -2.93
H -6.21 -3.94 -2.55
H -6.48 -3.31 -4.17
H -6.18 -1.62 -1.62
H -6.50 -0.96 -3.22
H -0.23 -1.87 -3.86
H -1.13 -1.80 -5.33

Output
total charge = -2
energy relative to the best compared isomer or geometry (same formula, charge and spin) = 0.0 kcal per mole
max |F| = 0.39 eV/Å
gap between HOMO and LUMO = 0.212 hartree


3.
Density functional theory data (ωB97M-V with the def2-TZVPD basis set) for a 2-piece molecular cluster, C6H4NO2S2 overall in a non-equilibrium geometry.

Cartesian coordinates (Å):
C 1.36 -2.42 -1.67
C -0.97 0.36 0.71
C -0.22 -0.66 0.11
C -0.51 1.58 0.53
C 0.79 -0.28 -0.75
C 1.66 -1.06 -1.57
N 0.99 -3.54 -1.75
O 3.69 -2.21 0.95
O 4.78 -0.34 -0.30
S 0.84 1.48 -0.62
S 3.58 -0.89 0.39
H -1.89 0.30 1.40
H -0.42 -1.62 0.27
H -0.96 2.59 0.78
H 2.18 -0.46 -2.24

Output
total charge = -1
energy relative to the best compared isomer or geometry (same formula, charge and spin) = 41.6 kcal per mole
max |F| = 4.29 eV/Å
gap between HOMO and LUMO (spin up / spin down) = 0.236 / 0.236 hartree


4.
Density functional theory data (ωB97M-V with the def2-TZVPD basis set) for an isolated ion of composition C8H15N2 and charge +1 in a non-equilibrium geometry.

Cartesian coordinates (Å):
C 0.29 1.99 0.00
C 1.63 0.25 0.49
C -2.55 0.23 1.60
C -0.48 0.73 -0.22
C 2.92 -0.35 0.85
C -0.47 0.85 -1.78
C -1.97 0.45 0.17
C 0.34 -1.72 -0.12
N 0.51 -0.33 0.14
N 1.48 1.60 0.44
H -3.56 -0.13 1.47
H -1.98 -0.52 2.14
H 3.73 0.32 0.56
H 3.08 -1.33 0.39
H 2.98 -0.47 1.94
H 0.49 1.19 -2.17
H -1.22 1.58 -2.06
H -0.72 -0.11 -2.23
H -2.53 1.28 -0.25
H -2.55 1.15 2.17
H -2.24 -0.44 -0.42
H 0.62 -1.93 -1.16
H 0.96 -2.33 0.53
H -0.70 -2.00 0.02
H 2.22 2.26 0.67

Output
total charge = +1
energy relative to the best compared isomer or geometry (same formula, charge and spin) = 0.0 kcal per mole
max |F| = 2.83 eV/Å
multiplicity = 3
gap between HOMO and LUMO (spin up / spin down) = 0.303 / 0.334 hartree


5.
Density functional theory data (ωB97M-V with the def2-TZVPD basis set) for a 2-piece molecular cluster, C5H14 overall in a non-equilibrium geometry.

Cartesian coordinates (Å):
C -1.16 1.03 0.68
C -2.56 0.52 0.91
C -0.15 0.59 1.75
H -0.88 0.74 -0.30
H -1.21 2.14 0.67
H -2.83 0.63 1.96
H -0.01 -0.52 1.69
H 0.86 1.04 1.47
H -2.54 -0.56 0.68
H -3.30 1.04 0.27
H -0.39 0.87 2.74
C 1.59 -0.53 -0.95
C 1.88 -1.37 -2.20
H 2.49 0.08 -0.74
H 0.84 0.17 -1.23
H 1.39 -1.11 -0.05
H 2.69 -2.09 -1.91
H 1.01 -1.93 -2.47
H 2.28 -0.74 -3.00

Output
total charge = +1
energy relative to the best compared isomer or geometry (same formula, charge and spin) = 18.3 kcal per mole
max |F| = 5.25 eV/Å
multiplicity = 2
gap between HOMO and LUMO (spin up / spin down) = 0.473 / 0.140 hartree


6.
Density functional theory data (ωB97M-V with the def2-TZVPD basis set) for C22H42Br6N2O8P2 as an isolated structure in a non-equilibrium geometry.

Cartesian coordinates (Å):
C -0.49 0.70 -6.08
C 0.12 0.63 -4.67
O 0.96 1.81 -4.40
P 2.22 1.49 -3.43
O 1.92 0.75 -2.18
O 3.25 0.74 -4.33
C 4.36 0.02 -3.86
C 3.94 -1.27 -3.16
O 2.95 2.86 -3.26
C 2.60 3.99 -2.47
C 1.79 4.96 -3.30
H -1.23 1.48 -6.22
H 0.33 0.93 -6.77
H -0.95 -0.28 -6.23
H -0.63 0.52 -3.93
H 0.74 -0.27 -4.50
H 4.93 -0.10 -4.75
H 4.96 0.55 -3.12
H 3.32 -0.96 -2.29
H 3.37 -1.91 -3.89
H 4.82 -1.75 -2.78
H 1.97 3.58 -1.65
H 3.55 4.31 -2.13
H 0.81 4.61 -3.65
H 1.57 5.80 -2.68
H 2.34 5.32 -4.22
C -1.90 2.89 4.62
C -1.46 2.18 3.32
O -0.39 1.34 3.78
P 0.59 0.65 2.76
O -0.05 -0.28 1.76
O 1.26 1.88 2.02
C 2.07 1.60 0.78
C 3.51 1.36 1.12
O 1.64 0.00 3.72
C 1.74 -1.43 3.87
C 2.73 -2.07 2.99
H -2.75 3.54 4.42
H -2.26 2.11 5.30
H -1.04 3.31 5.07
H -2.23 1.54 2.88
H -1.14 2.99 2.52
H 1.52 0.81 0.28
H 1.89 2.50 0.19
H 3.90 0.93 0.19
H 4.03 2.36 1.38
H 3.80 0.54 1.84
H 1.94 -1.58 4.92
H 0.71 -1.95 3.74
H 2.51 -1.92 1.88
H 3.84 -1.82 3.00
H 2.73 -3.09 3.22
N -2.15 -1.34 0.05
C -3.29 -1.95 -0.27
C -3.20 -2.45 -1.54
C -1.96 -2.00 -2.04
C -1.35 -1.27 -1.02
H -1.96 -0.77 0.89
H -3.99 -2.18 0.55
H -4.04 -3.01 -1.95
H -1.54 -2.23 -2.98
H -0.43 -0.71 -1.00
N -2.57 -2.28 3.65
C -3.33 -1.12 3.88
C -3.62 -1.05 5.17
C -3.07 -2.24 5.78
C -2.36 -2.90 4.82
H -2.31 -2.60 2.71
H -3.59 -0.52 3.05
H -4.25 -0.29 5.62
H -3.11 -2.57 6.82
H -1.89 -3.90 4.89
C -3.77 1.02 -2.38
Br -5.69 1.22 -1.83
Br -2.84 2.63 -2.20
Br -3.78 0.49 -4.24
H -3.39 0.25 -1.74
C -1.49 -4.93 0.65
Br -1.47 -6.51 -0.54
Br 0.18 -4.67 1.55
Br -2.86 -5.04 1.95
H -1.58 -4.00 0.09

Output
total charge = 0
energy relative to the best compared isomer or geometry (same formula, charge and spin) = 1.4 kcal per mole
max |F| = 3.87 eV/Å
gap between HOMO and LUMO = 0.311 hartree


7.
Density functional theory data (ωB97M-V with the def2-TZVPD basis set) for an isolated molecule of C24H28N2O5.

Cartesian coordinates (Å):
C 1.57 -4.02 -1.77
C 0.52 -3.16 -1.09
O 0.57 -1.88 -1.68
C -0.31 -0.93 -1.26
C -1.20 -1.10 -0.21
C -2.01 -0.04 0.18
C -2.98 -0.23 1.31
O -3.99 -0.89 1.17
N -2.66 0.38 2.48
C -3.53 0.21 3.62
C -1.40 1.08 2.70
C -0.22 0.15 2.62
C 0.69 0.23 1.62
C 1.75 -0.72 1.49
C 2.67 -0.70 0.44
C 3.64 -1.67 0.34
C 3.72 -2.69 1.29
C 2.82 -2.73 2.33
C 1.83 -1.75 2.45
N 0.92 -1.77 3.47
C -0.11 -0.87 3.65
O -0.83 -0.97 4.63
C -1.98 1.16 -0.52
C -1.12 1.32 -1.61
O -1.09 2.47 -2.35
C -1.99 3.52 -2.05
C -1.76 4.63 -3.07
C -0.25 0.29 -1.96
O 0.65 0.28 -2.99
C 1.19 1.47 -3.52
C 2.05 2.24 -2.51
H 2.56 -3.58 -1.61
H 1.56 -5.02 -1.35
H 1.38 -4.07 -2.83
H -0.48 -3.60 -1.22
H 0.73 -3.09 -0.01
H -1.27 -2.03 0.33
H -3.88 1.18 3.97
H -4.38 -0.39 3.31
H -2.99 -0.29 4.42
H -1.46 1.51 3.70
H -1.28 1.89 1.97
H 0.62 1.00 0.88
H 2.60 0.08 -0.30
H 4.35 -1.65 -0.48
H 4.48 -3.45 1.20
H 2.87 -3.52 3.07
H 1.00 -2.49 4.17
H -2.65 1.95 -0.23
H -1.79 3.91 -1.03
H -3.02 3.17 -2.10
H -1.95 4.25 -4.07
H -2.42 5.46 -2.87
H -0.73 4.97 -3.02
H 0.41 2.12 -3.92
H 1.82 1.12 -4.35
H 1.43 2.58 -1.68
H 2.84 1.60 -2.13
H 2.49 3.10 -3.00

Output
total charge = 0
energy relative to the best compared isomer or geometry (same formula, charge and spin) = 48.8 kcal per mole
max |F| = 0.69 eV/Å
gap between HOMO and LUMO = 0.302 hartree


8.
Density functional theory data (ωB97M-V with the def2-TZVPD basis set) for C29H61AsCsN6O4P4 as an isolated structure in a non-equilibrium geometry.

Cartesian coordinates (Å):
Cs -0.31 -0.62 0.52
C 1.60 3.91 0.43
P 0.10 2.84 0.34
C -0.80 3.81 -0.94
N -0.97 5.09 -0.75
C -1.70 5.79 -1.63
C -1.96 7.16 -1.42
C -2.74 7.85 -2.30
C -3.28 7.22 -3.43
C -3.03 5.89 -3.68
C -2.25 5.14 -2.77
N -2.04 3.83 -2.97
C -1.34 3.17 -2.09
P -1.12 1.36 -2.30
C -2.47 1.08 -3.52
C 0.41 1.34 -3.43
C 0.44 2.45 -4.47
C 1.61 1.46 -2.50
C 0.44 -0.02 -4.13
C -0.81 3.41 1.91
C -2.25 2.94 1.77
C -0.76 4.91 2.19
C -0.13 2.66 3.06
H 1.32 4.96 0.36
H 2.26 3.66 -0.40
H 2.12 3.69 1.36
H -1.53 7.63 -0.54
H -2.96 8.90 -2.13
H -3.89 7.79 -4.11
H -3.44 5.39 -4.54
H -2.36 1.72 -4.40
H -3.41 1.31 -3.02
H -2.46 0.03 -3.80
H 0.44 3.43 -4.00
H -0.42 2.40 -5.14
H 1.34 2.37 -5.08
H 1.57 2.41 -1.98
H 2.54 1.43 -3.07
H 1.61 0.66 -1.76
H -0.32 -0.08 -4.90
H 0.26 -0.83 -3.41
H 1.41 -0.18 -4.60
H -2.74 3.43 0.92
H -2.82 3.18 2.67
H -2.29 1.86 1.60
H -1.19 5.47 1.37
H 0.26 5.24 2.36
H -1.34 5.12 3.09
H -0.23 1.58 2.92
H -0.58 2.95 4.01
H 0.93 2.91 3.11
C 0.93 -6.47 -0.87
N -0.11 -5.49 -0.62
C -1.18 -5.49 -1.60
P 0.19 -4.08 0.19
O -0.65 -2.94 -0.18
O 1.77 -3.81 -0.25
P 2.72 -2.59 0.19
O 2.02 -1.39 0.64
N 3.61 -3.32 1.42
C 4.37 -4.50 1.07
C 4.29 -2.44 2.34
N 3.67 -2.40 -1.17
C 3.66 -3.29 -2.31
C 4.27 -1.11 -1.41
N 0.17 -4.42 1.81
C 0.31 -3.27 2.68
C 0.76 -5.62 2.36
H 0.51 -7.48 -0.76
H 1.74 -6.33 -0.16
H 1.33 -6.38 -1.88
H -1.75 -6.42 -1.52
H -0.80 -5.42 -2.62
H -1.83 -4.64 -1.40
H 3.80 -5.10 0.37
H 4.54 -5.08 1.98
H 5.34 -4.25 0.63
H 3.73 -1.51 2.41
H 5.31 -2.22 2.03
H 4.33 -2.92 3.33
H 3.33 -4.28 -2.00
H 4.67 -3.36 -2.72
H 2.99 -2.93 -3.10
H 4.08 -0.46 -0.56
H 3.87 -0.65 -2.31
H 5.35 -1.22 -1.54
H -0.30 -2.46 2.29
H 1.35 -2.93 2.76
H -0.04 -3.53 3.68
H 0.50 -6.47 1.74
H 0.34 -5.78 3.35
H 1.85 -5.55 2.45
C -4.64 0.26 3.35
As -2.97 -0.74 3.41
C -3.43 -2.59 3.75
C -1.96 -0.09 4.95
O -2.12 -0.57 2.04
H -5.23 0.13 4.25
H -5.21 -0.09 2.49
H -4.41 1.32 3.21
H -4.15 -2.67 4.56
H -2.53 -3.16 4.00
H -3.86 -3.01 2.84
H -2.48 -0.29 5.88
H -1.82 0.99 4.84
H -0.97 -0.57 4.96

Output
total charge = +1
energy relative to the best compared isomer or geometry (same formula, charge and spin) = 45.0 kcal per mole
max |F| = 3.81 eV/Å
gap between HOMO and LUMO = 0.290 hartree